Formula: C36H37CrF3O3P2S
Source: the Open Molecules 2025 dataset
Level of theory: ωB97M-V/def2-TZVPD

## Properties
F_max ... 11.01 eV/A
Orbital gap (spin up / spin down) ... 7.943 / 7.418 eV
Molar mass ... 720.7 g mol⁻¹
Multiplicity ... 5
LUMO energy (spin up / spin down) ... -0.001 / -0.023 hartree
Relative energy (zero: lowest compared OMol25 entry of this formula, charge and spin) ... 0.0 kJ/mol
<S²> ... 6.06
Total charge ... 0

The geometry in XYZ format:
```
83
C36H37CrF3O3P2S ωB97M-V/def2-TZVPD
Cr 2.8022 3.7018 3.1469
C 3.6180 5.4302 2.0030
C 2.7230 4.7730 1.1651
C 3.1160 3.8366 0.0343
C 3.1536 2.3478 0.4577
C 3.6836 2.1157 1.8553
C 4.7439 2.7872 2.4550
C 5.6130 3.8291 1.7704
C 5.1231 5.2798 1.9982
C 2.4898 2.3544 4.6969
H 3.2472 6.2984 2.5446
H 1.7053 5.1552 1.1340
H 4.0829 4.1400 -0.3765
H 2.3898 3.9463 -0.7779
H 2.1349 1.9468 0.4255
H 3.7383 1.7682 -0.2728
H 3.3542 1.1886 2.3210
H 5.1493 2.3542 3.3665
H 5.6752 3.6120 0.7005
H 6.6328 3.7437 2.1603
H 5.4876 5.6260 2.9714
H 5.5702 5.9461 1.2447
H 2.4066 2.8687 5.6597
H 3.2963 1.6122 4.7577
H 1.5447 1.8254 4.5165
P -3.9143 -1.2461 -1.9839
P -1.9166 -4.1915 -0.7706
C -2.7158 -2.3212 -2.8218
C -1.9124 -3.2962 -2.3495
C -5.1833 -0.8679 -3.2451
C -4.9236 -0.8676 -4.6229
C -5.9450 -0.5879 -5.5301
C -7.2297 -0.2946 -5.0706
C -7.4943 -0.2840 -3.6998
C -6.4786 -0.5782 -2.7931
C -2.9179 0.3037 -1.9385
C -1.7878 0.3316 -1.1050
C -1.0101 1.4821 -0.9972
C -1.3643 2.6353 -1.7007
C -2.4981 2.6247 -2.5121
C -3.2689 1.4675 -2.6345
C -2.1375 -5.9024 -1.4197
C -3.3769 -6.2282 -1.9947
C -3.6234 -7.5119 -2.4761
C -2.6439 -8.5011 -2.3664
C -1.4190 -8.1934 -1.7753
C -1.1640 -6.9032 -1.3076
C -0.1738 -4.1950 -0.2171
C 0.0667 -4.2627 1.1627
C 1.3701 -4.2649 1.6538
C 2.4481 -4.1811 0.7703
C 2.2185 -4.1073 -0.6042
C 0.9145 -4.1198 -1.0981
H -2.5682 -2.0213 -3.8606
H -1.1943 -3.7254 -3.0502
H -3.9221 -1.0892 -4.9789
H -5.7380 -0.6044 -6.5965
H -8.0242 -0.0795 -5.7799
H -8.4950 -0.0629 -3.3390
H -6.6873 -0.6031 -1.7269
H -1.5183 -0.5532 -0.5316
H -0.1336 1.4822 -0.3546
H -0.7638 3.5360 -1.6107
H -2.7834 3.5186 -3.0605
H -4.1434 1.4680 -3.2777
H -4.1567 -5.4719 -2.0605
H -4.5852 -7.7434 -2.9264
H -2.8380 -9.5049 -2.7333
H -0.6520 -8.9580 -1.6825
H -0.2028 -6.6727 -0.8591
H -0.7761 -4.2949 1.8479
H 1.5452 -4.3151 2.7249
H 3.4650 -4.1683 1.1526
H 3.0550 -4.0343 -1.2934
H 0.7346 -4.0688 -2.1675
F 3.3617 6.4472 7.8552
C 3.0835 5.2760 7.1768
F 4.0167 4.3181 7.5237
F 1.8216 4.8324 7.5230
S 3.1636 5.5723 5.3845
O 1.7650 5.6619 4.7542
O 3.7294 6.9603 5.0496
O 4.0409 4.4717 4.3877
```


Formula: C36H37CuNP2
Source: the Open Molecules 2025 dataset
Level of theory: ωB97M-V/def2-TZVPD

## Properties
F_max ... 2.60 eV/A
Orbital gap (spin up / spin down) ... 7.500 / 6.243 eV
Molar mass ... 609.2 g mol⁻¹
Multiplicity ... 2
LUMO energy (spin up / spin down) ... -0.005 / -0.051 hartree
Relative energy (zero: lowest compared OMol25 entry of this formula, charge and spin) ... 0.0 kJ/mol
<S²> ... 0.76
Total charge ... 0

The geometry in XYZ format:
```
77
C36H37CuNP2 ωB97M-V/def2-TZVPD
Cu 0.1587 3.7717 -2.9539
C 1.9851 -0.8216 0.5165
C 2.5703 0.0097 -0.3456
C 3.2868 -0.4302 -1.6024
C 2.3648 -0.4132 -2.8458
C 1.1883 -1.3515 -2.8403
C 0.9665 -2.4114 -2.0589
C 1.8457 -2.9779 -0.9844
C 1.8122 -2.3094 0.4198
C -1.8196 3.3692 -2.7899
H 1.6806 -0.4033 1.4794
H 2.7585 1.0379 0.0098
H 3.8116 -1.3991 -1.5050
H 4.0384 0.3506 -1.7750
H 1.9184 0.5980 -2.9137
H 2.9807 -0.4893 -3.7669
H 0.3910 -1.0413 -3.5304
H 0.0394 -2.9731 -2.2323
H 2.9012 -2.9974 -1.2948
H 1.5678 -4.0331 -0.8266
H 0.8825 -2.5833 0.9259
H 2.6212 -2.7569 1.0119
H -2.1482 3.6506 -1.7805
H -1.9304 2.2759 -2.9139
H -2.3104 3.9345 -3.5956
P 3.2883 6.2915 -5.1316
P 1.5444 5.3204 -7.1729
C 4.1119 5.2726 -6.3958
C 3.2998 4.9018 -7.4164
C 4.4656 7.7285 -5.1658
C 5.7979 7.6374 -5.6122
C 6.6264 8.7726 -5.6122
C 6.1259 10.0054 -5.1783
C 4.7895 10.1075 -4.7766
C 3.9593 8.9877 -4.7864
C 3.6998 5.3297 -3.6266
C 2.9359 4.1753 -3.3800
C 3.2170 3.4102 -2.2599
C 4.2571 3.7382 -1.3931
C 5.0177 4.8827 -1.6483
C 4.7343 5.6862 -2.7551
C 1.2980 6.0519 -8.8886
C 1.9593 7.2595 -9.2059
C 1.9277 7.7586 -10.5120
C 1.2429 7.0688 -11.5203
C 0.5786 5.8827 -11.2056
C 0.5955 5.3824 -9.8995
C 0.8035 3.6571 -7.3666
C -0.5765 3.5449 -7.1212
C -1.2309 2.3435 -7.3805
C -0.5136 1.2401 -7.8567
C 0.8669 1.3321 -8.0345
C 1.5368 2.5317 -7.7676
H 5.1730 5.0190 -6.3138
H 3.6144 4.4335 -8.3573
H 6.2159 6.6931 -5.9700
H 7.6662 8.6818 -5.9461
H 6.7889 10.8746 -5.1535
H 4.4053 11.0711 -4.4491
H 2.9158 9.0804 -4.4925
H 2.1331 3.8979 -4.0798
H 2.5689 2.5752 -2.0097
H 4.4611 3.1061 -0.5278
H 5.8384 5.1471 -0.9814
H 5.3302 6.5781 -2.9573
H 2.5363 7.7854 -8.4386
H 2.4435 8.6915 -10.7549
H 1.2226 7.4608 -12.5419
H 0.0405 5.3337 -11.9812
H 0.0897 4.4381 -9.6869
H -1.1241 4.4069 -6.7427
H -2.3009 2.2673 -7.2124
H -1.0302 0.3023 -8.0709
H 1.4391 0.4675 -8.3795
H 2.6171 2.5893 -7.8940
N 0.4450 2.3317 -0.3017
C 0.4428 2.8007 -1.3768
```